# 1
DFT (ωB97M-V/def2-TZVPD) results for the ion C9H14BrFNO with charge +1 at a distorted geometry.

Results
Orbital gap (eV): 9.27
Highest occupied orbital energy (Eh): -0.448
F_max (eV/A): 3.7
SMILES: C[NH2+]C(C)(C)[C@H](F)c1occc1Br
Relative energy (zero: lowest compared OMol25 entry of this formula, charge and spin) (eV): 0.000
LUMO (eV): -2.93

ORCA input file:
```
! wB97M-V def2-TZVPD RIJCOSX def2/J DEFGRID3
* xyz 1 1
C -2.678 1.413 -0.039
N -1.349 1.770 -0.641
C -0.273 0.733 -0.631
C -0.706 -0.352 -1.588
C 1.050 1.287 -1.055
C -0.169 0.168 0.823
F 0.118 1.256 1.620
C 0.973 -0.937 1.022
O 2.314 -0.703 0.809
C 2.983 -1.837 1.068
C 2.090 -2.832 1.496
C 0.811 -2.239 1.367
Br -0.907 -2.972 1.623
H -2.506 1.589 1.094
H -3.520 2.039 -0.453
H -2.922 0.432 -0.318
H -1.320 1.855 -1.595
H -0.905 2.558 -0.178
H -1.865 -0.636 -1.630
H -0.527 -0.133 -2.590
H -0.182 -1.216 -1.272
H 1.859 0.591 -0.927
H 1.151 1.904 -1.883
H 1.223 2.097 -0.366
H -0.988 -0.304 1.325
H 3.993 -1.615 1.181
H 2.255 -3.916 1.737
*
```

***

# 2
DFT (ωB97M-V/def2-TZVPD) results for the ion C9H14BrNO4P with charge +1.

Results
Orbital gap (eV): 9.04
Highest occupied orbital energy (Eh): -0.502
F_max (eV/A): 0.8
SMILES: CCCOc1c(Br)cc(P(=O)(O)O)c[n+]1C
LUMO (eV): -4.62

ORCA input file:
```
! wB97M-V def2-TZVPD RIJCOSX def2/J DEFGRID3
* xyz 1 1
C -3.422 0.550 2.598
C -3.290 0.369 1.075
C -2.207 -0.625 0.744
O -1.775 -0.541 -0.663
C -0.509 -0.199 -0.833
C -0.134 1.053 -1.349
Br -1.426 2.291 -1.861
C 1.216 1.330 -1.512
C 2.171 0.376 -1.180
P 3.963 0.630 -1.411
O 4.521 -0.228 -2.433
O 4.125 2.184 -1.687
O 4.578 0.347 0.034
C 1.744 -0.856 -0.721
N 0.428 -1.126 -0.567
C 0.034 -2.477 -0.107
H -3.658 1.580 2.828
H -2.505 0.288 3.115
H -4.241 -0.049 2.975
H -4.232 0.024 0.664
H -3.098 1.335 0.624
H -2.552 -1.635 0.937
H -1.348 -0.449 1.392
H 1.491 2.289 -1.922
H 3.753 2.745 -0.996
H 4.100 0.806 0.736
H 2.444 -1.644 -0.501
H -0.104 -2.446 0.966
H -0.895 -2.762 -0.578
H 0.827 -3.160 -0.368
*
```

***

# 3
DFT (ωB97M-V/def2-TZVPD) results for a cluster of 2 separate species, C9H14Cl4FN4O2 in total.

Results
Orbital gap (eV): 10.39
Highest occupied orbital energy (Eh): -0.486
F_max (eV/A): 0.9
Relative energy (zero: lowest compared OMol25 entry of this formula, charge and spin) (eV): 0.181
LUMO (eV): -2.84

ORCA input file:
```
! wB97M-V def2-TZVPD RIJCOSX def2/J DEFGRID3
* xyz 1 1
C -4.305 -1.269 1.116
C -3.069 -0.844 0.325
C -1.840 -0.744 1.201
F -1.436 -1.983 1.664
N -0.718 -0.086 0.537
C -0.595 1.371 0.614
O 0.552 1.790 1.310
C 0.438 1.707 2.679
C 0.886 2.932 3.412
O 0.030 0.721 3.208
C 0.186 -0.754 -0.174
N 1.202 -0.199 -0.856
C 1.846 -1.206 -1.404
N 1.282 -2.369 -1.102
N 0.206 -2.098 -0.318
H -4.256 -0.852 2.123
H -4.394 -2.348 1.209
H -5.206 -0.871 0.659
H -3.237 0.171 -0.048
H -2.893 -1.462 -0.558
H -2.086 -0.126 2.064
H -1.499 1.768 1.071
H -0.521 1.750 -0.401
H 1.228 3.693 2.718
H 0.054 3.310 4.000
H 1.689 2.627 4.081
H 2.735 -1.119 -2.012
H 1.617 -3.274 -1.394
H -0.386 -2.813 0.076
C 4.507 0.525 -5.176
Cl 3.353 1.744 -5.698
Cl 4.742 -0.670 -6.444
Cl 6.037 1.276 -4.756
Cl 3.851 -0.299 -3.724
*
```

***

# 4
DFT (ωB97M-V/def2-TZVPD) results for an isolated molecule of C9H14F3I at a distorted geometry.

Results
Orbital gap (eV): 9.25
Highest occupied orbital energy (Eh): -0.339
F_max (eV/A): 3.7
SMILES: C[C@H](/C(F)=C(\F)[C@H](F)I)C(C)(C)C
Relative energy (zero: lowest compared OMol25 entry of this formula, charge and spin) (eV): 0.000
LUMO (eV): 0.03

ORCA input file:
```
! wB97M-V def2-TZVPD RIJCOSX def2/J DEFGRID3
* xyz 0 1
C -1.849 0.657 -1.038
C -0.502 0.959 -0.353
C 0.435 1.671 -1.208
F 0.515 1.325 -2.515
C 1.276 2.672 -0.944
F 1.439 3.203 0.339
C 2.216 3.312 -1.961
F 1.565 3.484 -3.136
I 3.942 2.035 -2.431
C 0.284 -0.363 0.211
C -0.580 -0.884 1.387
C 0.375 -1.401 -0.857
C 1.699 -0.005 0.728
H -2.570 1.496 -0.846
H -2.533 -0.227 -0.727
H -1.750 0.628 -2.056
H -0.641 1.448 0.584
H 2.588 4.205 -1.499
H -0.091 -1.933 1.674
H -1.648 -1.049 1.096
H -0.599 -0.128 2.277
H -0.611 -1.751 -1.148
H 1.159 -2.177 -0.548
H 0.832 -0.808 -1.750
H 2.448 0.451 0.019
H 1.611 0.744 1.464
H 2.180 -0.839 1.321
*
```

***

# 5
DFT (ωB97M-V/def2-TZVPD) results for a cluster of 2 separate species, C9H14N2O in total at a distorted geometry.

Results
Orbital gap (alpha / beta) (eV): 8.00 / 6.08
Highest occupied orbital energy (alpha / beta) (Eh): -0.284 / -0.345
F_max (eV/A): 7.5
Relative energy (zero: lowest compared OMol25 entry of this formula, charge and spin) (eV): 1.776
LUMO (alpha / beta) (eV): 0.27 / -3.31

ORCA input file:
```
! wB97M-V def2-TZVPD RIJCOSX def2/J DEFGRID3
* xyz 0 3
C 2.193 2.616 0.929
C 0.635 0.808 0.554
C -0.441 -0.727 -0.623
C 0.741 0.289 -0.853
C -1.082 -0.656 0.800
C 2.056 -0.454 -1.191
C 0.360 1.372 -1.958
C -2.428 -0.010 0.708
C -0.733 -2.002 1.512
N 3.087 3.329 0.983
N -0.188 0.414 1.418
O -0.426 0.668 2.593
H -1.253 -0.388 -1.317
H -0.117 -1.667 -0.897
H 2.302 -0.982 -0.226
H 2.874 0.294 -1.361
H 1.688 -1.109 -1.909
H 0.226 0.615 -2.740
H 1.298 1.884 -2.138
H -0.506 1.932 -1.515
H -2.521 0.880 0.056
H -2.486 0.639 1.625
H -3.349 -0.677 0.540
H -1.435 -2.256 2.382
H 0.299 -2.023 1.860
H -0.794 -2.789 0.767
*
```

***

# 6
DFT (ωB97M-V/def2-TZVPD) results for an isolated molecule of C9H14N2O3 at a distorted geometry.

Results
Orbital gap (alpha / beta) (eV): 7.50 / 7.50
Highest occupied orbital energy (alpha / beta) (Eh): -0.295 / -0.295
F_max (eV/A): 6.6
SMILES: CC[C@H]1C=CN(C)C(CO)=C1[N+](=O)[O-]
Relative energy (zero: lowest compared OMol25 entry of this formula, charge and spin) (eV): 7.885
LUMO (alpha / beta) (eV): -0.54 / -0.54

ORCA input file:
```
! wB97M-V def2-TZVPD RIJCOSX def2/J DEFGRID3
* xyz 0 1
C 1.303 0.007 -1.739
C 1.863 1.264 -1.115
C 0.909 1.787 -0.023
C -0.491 1.857 -0.489
C -1.470 1.003 -0.285
N -1.194 -0.255 0.312
C -2.287 -1.329 -0.030
C -0.234 -0.378 1.193
C 0.007 -1.559 2.041
O 1.336 -1.592 2.556
C 0.927 1.027 1.232
N 1.322 1.373 2.412
O 0.884 0.718 3.434
O 2.147 2.330 2.602
H 2.034 -0.353 -2.496
H 0.252 0.205 -2.003
H 1.131 -0.752 -0.981
H 2.141 2.089 -1.875
H 2.697 1.059 -0.398
H 1.204 2.849 0.230
H -0.743 2.722 -0.932
H -2.463 1.287 -0.620
H -3.218 -0.773 -0.343
H -1.784 -1.848 -0.752
H -2.395 -1.933 0.938
H -0.155 -2.544 1.451
H -0.742 -1.631 2.822
H 1.345 -0.885 3.246
*
```

***

# 7
DFT (ωB97M-V/def2-TZVPD) results for an isolated molecule of C9H14N2O5 at a distorted geometry.

Results
Orbital gap (eV): 8.99
Highest occupied orbital energy (Eh): -0.317
F_max (eV/A): 5.3
SMILES: O=C(O)C[C@H](NC(=O)[C@@H]1CCCN1)C(=O)O
Relative energy (zero: lowest compared OMol25 entry of this formula, charge and spin) (eV): 4.714
LUMO (eV): 0.35

ORCA input file:
```
! wB97M-V def2-TZVPD RIJCOSX def2/J DEFGRID3
* xyz 0 1
O -3.141 -1.169 1.712
C -2.583 -0.873 2.729
O -3.241 -0.757 3.844
C -1.006 -0.390 2.833
C -0.588 -0.477 1.372
N -1.237 0.299 0.427
C -0.667 1.037 -0.509
O -1.347 1.652 -1.371
C 0.925 1.184 -0.543
C 1.405 2.111 -1.568
C 1.713 1.367 -2.890
C 1.478 -0.156 -2.428
N 1.455 -0.133 -0.893
C -0.231 -1.957 0.838
O 0.399 -2.808 1.420
O -0.243 -1.998 -0.517
H -4.061 -1.466 3.614
H -0.767 0.656 3.237
H -0.403 -1.212 3.429
H 0.495 -0.170 1.310
H -2.261 0.092 0.232
H 1.308 1.340 0.532
H 2.240 2.583 -1.229
H 0.634 2.761 -1.747
H 1.140 1.755 -3.883
H 2.859 1.509 -3.113
H 0.671 -0.881 -2.806
H 2.315 -0.753 -2.775
H 2.439 -0.231 -0.303
H 0.300 -2.915 -0.954
*
```

***

# 8
DFT (ωB97M-V/def2-TZVPD) results for a cluster of 3 separate species, C9H14N2O7 in total at a distorted geometry.

Results
Orbital gap (eV): 9.86
Highest occupied orbital energy (Eh): -0.369
F_max (eV/A): 7.3
Relative energy (zero: lowest compared OMol25 entry of this formula, charge and spin) (eV): 9.778
LUMO (eV): -0.19

ORCA input file:
```
! wB97M-V def2-TZVPD RIJCOSX def2/J DEFGRID3
* xyz 0 1
C 2.791 0.427 -0.109
C 1.216 0.699 -0.197
C 2.877 -0.603 0.995
C 2.712 -2.020 0.549
C -1.062 0.058 -0.777
C -1.622 -1.347 -0.660
C -2.076 0.897 -1.680
C -3.293 1.425 -0.810
C -2.888 2.029 0.447
H 2.352 2.685 0.077
H 3.510 1.620 1.802
H 3.104 0.060 -1.080
H 2.352 -0.368 1.982
H 3.922 -0.803 1.407
H 3.210 -3.794 0.797
H 0.718 -0.944 -1.306
H -0.984 0.614 0.193
H -2.181 0.415 -2.649
H -1.493 1.666 -2.054
H -3.963 2.199 -1.326
H -3.823 0.487 -0.497
H -2.350 3.455 1.400
H -1.146 -3.114 0.043
N 3.590 1.559 0.373
N 0.465 -0.001 -1.163
O 0.710 1.478 0.789
O 2.342 -2.540 -0.528
O 3.007 -2.941 1.453
O -2.518 -1.822 -1.485
O -2.922 1.545 1.490
O -2.562 3.313 0.363
O -0.999 -2.090 0.441
*
```

***

# 9
DFT (ωB97M-V/def2-TZVPD) results for the ion C9H14N3 with charge +1 at a distorted geometry.

Results
Orbital gap (alpha / beta) (eV): 6.97 / 5.38
Highest occupied orbital energy (alpha / beta) (Eh): -0.416 / -0.375
F_max (eV/A): 4.6
Relative energy (zero: lowest compared OMol25 entry of this formula, charge and spin) (eV): 4.172
LUMO (alpha / beta) (eV): -4.36 / -4.83

ORCA input file:
```
! wB97M-V def2-TZVPD RIJCOSX def2/J DEFGRID3
* xyz 1 1
C 0.319 -1.035 -2.971
C -0.295 0.117 -2.593
C 1.280 -1.398 -1.963
C 0.114 0.454 -1.245
C -0.484 1.357 -0.441
C 1.862 -0.483 0.189
C -0.506 0.056 1.669
C 0.059 0.065 3.014
C -1.106 -1.226 1.084
N 1.190 -0.468 -0.954
N -0.537 1.210 0.958
N -0.934 2.564 -0.996
H 0.116 -1.512 -3.918
H -0.986 0.675 -3.157
H 1.964 -2.154 -1.796
H 1.632 0.111 1.023
H 2.674 -1.211 0.489
H 0.491 -0.972 3.273
H -0.733 0.024 3.684
H 0.801 0.951 2.991
H -2.185 -1.019 1.215
H -0.816 -2.200 1.556
H -0.926 -1.470 0.106
H -0.267 2.102 1.298
H -0.948 2.587 -1.983
H -1.778 2.874 -0.532
*
```

***

# 10
DFT (ωB97M-V/def2-TZVPD) results for the ion C9H14N3 with charge +1 at a distorted geometry.

Results
Orbital gap (alpha / beta) (eV): 6.05 / 5.12
Highest occupied orbital energy (alpha / beta) (Eh): -0.336 / -0.413
F_max (eV/A): 5.7
Relative energy (zero: lowest compared OMol25 entry of this formula, charge and spin) (eV): 2.968
LUMO (alpha / beta) (eV): -3.08 / -6.12

ORCA input file:
```
! wB97M-V def2-TZVPD RIJCOSX def2/J DEFGRID3
* xyz 1 3
C -2.467 -1.405 -0.196
C -1.238 -2.159 -0.286
C 2.349 -1.052 0.014
C -2.553 -0.106 0.111
C 2.398 1.424 0.014
C 1.126 1.772 -0.267
C -0.018 -1.705 -0.209
C 3.180 -2.287 0.153
C -3.845 0.627 0.189
N 1.075 -1.192 -0.224
N 2.932 0.140 0.061
N 0.683 3.045 -0.229
H -3.364 -1.973 -0.395
H -1.329 -3.229 -0.415
H -1.657 0.455 0.338
H 3.119 2.193 0.243
H 0.384 1.035 -0.530
H 2.872 -3.039 -0.570
H 3.040 -2.718 1.145
H 4.236 -2.078 0.011
H -3.695 1.652 0.516
H -4.521 0.138 0.889
H -4.344 0.635 -0.781
H 3.935 0.125 0.192
H 1.333 3.797 -0.083
H -0.258 3.274 -0.491
*
```

***

The lowest F_max belongs to which entry?
C9H14BrNO4P

***

F_max of number 6 (C9H14N2O3)?
6.6 eV/A